1.
{
  "formula": "C3H13NO3",
  "method": "the ωB97M-V functional and the def2-TZVPD basis",
  "gap_ev": 9.97,
  "smiles": "NCCCO.O.O",
  "symbols": ["C", "C", "C", "O", "N", "H", "H", "H", "H", "H", "H", "H", "H", "H", "H", "H", "O", "H", "H", "O"],
  "coordinates": [[-0.960, 0.629, -1.925], [-1.424, 1.100, -0.508], [-0.447, 0.662, 0.576], [-1.003, 0.897, 1.906], [-2.051, 0.337, -2.848], [-0.302, 1.366, -2.389], [-0.370, -0.262, -1.785], [-1.601, 2.166, -0.540], [-2.354, 0.564, -0.319], [-0.261, -0.400, 0.461], [0.443, 1.267, 0.549], [-1.573, 0.130, 2.030], [-2.706, -0.330, -2.461], [-2.588, 1.178, -3.020], [1.444, 0.314, 4.415], [2.329, 1.305, 5.169], [1.560, 0.737, 5.270], [3.913, -3.089, -2.377], [3.612, -3.561, -3.750], [3.397, -3.777, -2.821]],
  "lowdin_charge": [-0.288, -0.182, -0.253, -0.088, -0.019, 0.109, 0.094, 0.108, 0.103, 0.111, 0.113, 0.073, 0.060, 0.062, 0.025, 0.031, -0.060, 0.031, 0.043, -0.075]
}


2.
{
  "formula": "C4H11NOS",
  "method": "the ωB97M-V functional and the def2-TZVPD basis",
  "gap_ev": [8.19, 8.19],
  "symbols": ["C", "C", "C", "C", "N", "O", "S", "H", "H", "H", "H", "H", "H", "H", "H", "H", "H", "H"],
  "coordinates": [[0.045, 2.911, 0.649], [0.312, 1.438, 1.092], [0.499, 0.657, -0.222], [0.936, -0.795, -0.057], [0.645, -1.328, -2.514], [-2.245, -3.708, 0.898], [0.951, -2.074, -1.138], [-0.577, 2.717, -0.284], [-0.374, 3.410, 1.423], [1.094, 3.248, 0.444], [1.037, 1.473, 1.811], [-0.471, 0.923, 1.559], [-0.290, 0.655, -1.028], [1.342, 1.092, -0.890], [1.585, -1.045, 0.741], [-1.906, -3.148, 0.092], [0.110, -1.951, -3.082], [-2.692, -4.475, 0.507]],
  "lowdin_charge": [-0.079, -0.255, -0.275, -0.430, -0.406, -0.117, 0.876, 0.094, 0.022, 0.093, 0.074, 0.089, 0.113, 0.144, 0.027, 0.070, -0.069, 0.027]
}


3.
{
  "formula": "C10H8IN3O",
  "method": "the ωB97M-V functional and the def2-TZVPD basis",
  "gap_ev": [7.21, 6.90],
  "symbols": ["C", "C", "C", "C", "C", "C", "C", "C", "C", "C", "N", "N", "N", "O", "I", "H", "H", "H", "H", "H", "H", "H", "H"],
  "coordinates": [[-0.781, -3.362, -0.131], [-1.616, -2.321, 0.225], [0.573, -3.153, -0.330], [-1.061, -1.063, 0.280], [0.251, -0.968, -0.075], [1.625, 2.953, -0.216], [1.950, 0.775, 0.457], [0.115, 2.668, -0.186], [-1.635, 0.223, 0.634], [-0.005, 1.313, -0.715], [1.066, -1.939, -0.405], [2.416, 2.095, 0.151], [0.888, 0.387, -0.242], [2.584, 0.048, 1.163], [-3.770, 0.544, 0.391], [-1.069, -4.379, -0.016], [-2.672, -2.326, 0.472], [1.219, -4.023, -0.403], [1.929, 4.032, -0.573], [-0.230, 3.138, 0.786], [-0.306, 3.396, -0.901], [-1.115, 0.775, 1.365], [-0.357, 1.189, -1.732]],
  "lowdin_charge": [-0.051, -0.025, -0.124, -0.310, -0.198, -0.151, -0.522, -0.151, -0.497, -0.088, 0.166, 0.160, 0.041, 0.119, 0.750, 0.096, 0.087, 0.114, 0.152, 0.149, 0.114, 0.029, 0.140]
}


4.
{
  "formula": "C3H11NO4",
  "method": "the ωB97M-V functional and the def2-TZVPD basis",
  "gap_ev": 10.05,
  "smiles": "CNCC(=O)O.O.O",
  "symbols": ["C", "N", "C", "C", "O", "O", "H", "H", "H", "H", "H", "H", "H", "H", "H", "O", "H", "H", "O"],
  "coordinates": [[1.409, 1.273, -0.033], [0.300, 0.353, 0.224], [-0.906, 1.160, -0.033], [-2.058, 0.084, 0.060], [-2.289, -0.079, 1.378], [-2.515, -0.598, -0.803], [2.366, 0.802, -0.299], [1.534, 1.792, 0.933], [1.362, 2.043, -0.815], [0.378, -0.366, -0.503], [-0.691, 1.559, -1.083], [-1.198, 1.919, 0.712], [-3.022, -0.776, 1.473], [-0.883, -0.901, -3.962], [0.489, -1.051, -3.470], [-0.191, -0.370, -3.512], [1.483, -2.246, 2.570], [2.221, -2.054, 3.995], [2.210, -2.543, 3.167]],
  "lowdin_charge": [-0.164, -0.112, -0.141, -0.526, 0.067, 0.109, 0.079, 0.083, 0.074, 0.104, 0.132, 0.125, 0.163, 0.054, 0.029, -0.071, 0.049, 0.028, -0.082]
}


5.
{
  "formula": "C4H9NO",
  "method": "the ωB97M-V functional and the def2-TZVPD basis",
  "gap_ev": 10.36,
  "smiles": "CN[C@@]1(C)CO1",
  "symbols": ["C", "C", "C", "O", "N", "C", "H", "H", "H", "H", "H", "H", "H", "H", "H"],
  "coordinates": [[1.079, -0.888, -0.346], [1.241, 1.346, 0.720], [0.344, 0.297, 0.243], [0.650, 0.410, 1.623], [-0.982, 0.613, -0.188], [-1.925, -0.502, -0.222], [0.518, -1.816, -0.217], [1.288, -0.718, -1.406], [2.029, -0.993, 0.187], [0.964, 2.370, 0.934], [2.286, 1.212, 0.429], [-0.913, 1.030, -1.111], [-1.630, -1.338, -0.881], [-2.049, -0.892, 0.793], [-2.899, -0.131, -0.560]],
  "lowdin_charge": [-0.014, -0.088, -0.574, -0.011, -0.028, -0.117, 0.076, 0.089, 0.088, 0.113, 0.110, 0.118, 0.072, 0.088, 0.079]
}


6.
{
  "formula": "C25H26F4MgN6S",
  "method": "the ωB97M-V functional and the def2-TZVPD basis",
  "gap_ev": 4.09,
  "charge": -2,
  "symbols": ["Mg", "F", "C", "F", "F", "C", "C", "C", "C", "N", "C", "S", "H", "H", "H", "C", "N", "C", "N", "C", "N", "C", "N", "C", "C", "H", "H", "H", "H", "H", "H", "H", "H", "H", "H", "H", "H", "N", "C", "C", "C", "C", "C", "C", "H", "H", "H", "H", "H", "F", "C", "C", "C", "C", "C", "C", "C", "H", "H", "H", "H", "H", "H"],
  "coordinates": [[-0.212, 0.335, -1.020], [3.059, 5.011, -1.539], [3.959, 4.108, -1.145], [4.381, 4.512, 0.092], [5.045, 4.352, -1.941], [3.564, 2.679, -1.200], [4.567, 1.742, -1.414], [4.235, 0.390, -1.443], [2.897, 0.051, -1.342], [1.932, 0.929, -1.125], [2.231, 2.238, -0.951], [1.024, 3.250, -0.390], [5.585, 2.073, -1.566], [4.997, -0.365, -1.543], [2.568, -0.979, -1.424], [1.189, 0.447, 1.790], [-0.113, 0.156, 1.223], [-1.068, 1.138, 1.719], [-1.148, 1.105, 3.180], [0.181, 1.375, 3.708], [1.166, 0.397, 3.253], [0.713, -0.933, 3.642], [-0.606, -1.255, 3.110], [-0.538, -1.165, 1.647], [-1.542, -0.237, 3.579], [1.499, 1.451, 1.485], [1.922, -0.281, 1.428], [-2.047, 0.923, 1.284], [-0.756, 2.134, 1.398], [0.145, 1.358, 4.805], [0.498, 2.368, 3.376], [0.680, -0.991, 4.737], [1.433, -1.669, 3.269], [-1.526, -1.368, 1.227], [0.163, -1.920, 1.278], [-1.592, -0.283, 4.674], [-2.531, -0.450, 3.163], [-2.052, 0.644, -1.097], [-2.835, 1.612, -1.478], [-2.460, 2.824, -2.143], [-3.388, 3.753, -2.536], [-4.753, 3.567, -2.321], [-5.158, 2.419, -1.647], [-4.243, 1.490, -1.220], [-1.396, 2.988, -2.311], [-3.058, 4.665, -3.028], [-5.473, 4.303, -2.665], [-6.220, 2.261, -1.459], [-4.563, 0.604, -0.686], [0.307, -7.585, -0.192], [0.169, -6.280, -0.661], [1.220, -5.681, -1.335], [1.091, -4.390, -1.781], [-0.099, -3.621, -1.584], [-0.229, -2.310, -2.032], [-1.155, -4.313, -0.912], [-1.024, -5.601, -0.463], [2.126, -6.250, -1.502], [1.915, -3.935, -2.321], [-1.228, -1.913, -2.135], [0.488, -1.974, -2.774], [-2.095, -3.795, -0.775], [-1.837, -6.111, 0.037]],
  "lowdin_charge": [0.596, 0.098, -0.596, 0.097, 0.080, -0.146, -0.020, -0.078, -0.147, -0.039, -0.759, 0.692, 0.113, 0.087, 0.104, -0.197, -0.147, -0.192, -0.085, -0.187, -0.087, -0.196, -0.085, -0.168, -0.189, 0.079, 0.127, 0.113, 0.088, 0.117, 0.128, 0.116, 0.123, 0.133, 0.130, 0.116, 0.128, -0.125, -0.554, -0.105, -0.184, -0.214, -0.193, -0.108, 0.052, 0.075, 0.050, 0.071, 0.068, -0.044, -0.313, -0.081, -0.090, -0.376, -0.133, -0.076, -0.072, 0.096, 0.090, 0.008, 0.010, 0.101, 0.099]
}


Energy above the lowest of the compared OMol25 structures with the same formula, charge and spin values (in kcal/mol) by entry order: 24.0 92.6 40.4 55.7 52.2 7.9.
Max |F| values (in hartree/bohr) by entry order: 0.0335 0.0953 0.0807 0.0523 0.0101 0.0289.